# 1
# C47H102F9N6O13

A cluster of 11 separate species, C47H102F9N6O13 in total in a non-equilibrium geometry (the ωB97M-V functional and the def2-TZVPD basis, the OMol25 dataset).

**Total charge**: -3
**HOMO level**: 1.8 eV
**Energy relative to the best compared isomer or geometry (same formula, charge and spin)**: 0.0 kcal/mol
**Molecular weight**: 1130.34 Da
**F_max**: 7.8 eV Å⁻¹

The geometry in XYZ format:
```
177
Properties=species:S:1:pos:R:3:forces:R:3:lowdin_charge:R:1
F 3.171163 3.310804 -7.939145 -0.6 0.6 -0.7 0.129
F 1.608672 1.865730 -8.626901 0.5 0.6 -0.9 0.035
F -0.518169 3.236512 1.153439 -0.6 -0.1 1.0 0.109
F 5.872971 1.297978 0.022593 -0.4 -0.3 -0.1 0.097
F 4.107885 1.698423 1.246545 -0.3 0.2 -0.5 0.076
F 2.910187 1.457345 -6.993323 -0.3 -0.1 0.5 0.086
F 1.551920 3.691581 1.366419 0.0 0.1 1.0 0.121
F 0.073444 4.911491 2.514172 0.0 -1.0 0.3 0.052
F 6.021401 1.605804 2.121184 0.6 0.6 0.3 0.064
O 2.465362 2.845031 -2.942507 2.5 -2.1 1.7 -0.021
O 6.245932 4.282300 1.693305 -0.4 0.0 1.4 -0.135
O 0.082124 4.708414 -1.119268 -1.0 0.6 3.5 -0.155
O -5.686385 -0.926072 -0.331518 -1.1 0.1 -0.4 -0.230
O 0.180322 2.092483 -6.079152 -0.1 -1.3 0.0 -0.085
O 1.344040 3.942833 -5.664115 0.5 -2.0 -3.4 -0.191
O 6.315449 3.845778 -0.503335 -1.0 -1.5 1.7 -0.217
O -4.370064 4.246933 2.687137 0.2 -0.3 0.6 -0.205
O -1.260418 -0.322997 7.326753 0.5 1.2 0.2 -0.196
O 0.625575 2.077657 -2.260918 -0.7 -3.8 2.4 -0.052
O 1.527651 5.920016 -0.008269 0.3 2.1 2.3 -0.087
O 5.526849 -3.170791 -1.965882 0.2 -0.7 -0.6 -0.216
O 2.558657 0.871747 -1.787112 0.6 -1.3 1.1 -0.005
N -4.843145 0.721217 1.987592 0.2 -0.5 -1.0 0.050
N -1.373029 1.086296 4.944532 0.2 -0.6 0.2 0.053
N -7.708488 -2.131587 1.520908 -1.1 0.0 -0.2 0.031
N -0.102111 0.374360 1.191866 -1.7 -0.8 -0.6 -0.051
N 2.965758 -2.266832 -0.925872 -1.0 0.2 -0.2 0.039
N -1.099191 -0.240695 -0.654287 1.3 -1.8 1.3 -0.022
C -4.902535 2.171571 1.726174 -0.9 -1.0 1.6 -0.402
C -3.077677 4.826405 2.746047 0.3 -0.2 0.4 -0.088
C -0.496629 1.123098 -6.823399 0.7 0.0 1.0 -0.323
C 2.203883 2.487833 -7.543685 -0.2 -1.8 1.4 -0.516
C -2.000227 -3.247985 5.276856 0.4 0.4 0.0 -0.125
C 6.472103 4.714050 4.029298 -0.4 -0.5 1.0 -0.102
C -6.336660 2.537540 1.339508 0.4 1.0 0.4 -0.058
C 0.335096 4.256043 1.324555 0.6 1.4 -2.9 -0.523
C -1.220463 -0.706934 -2.005263 -0.8 0.0 -2.3 -0.169
C 0.241129 5.276961 0.087543 0.2 -1.8 -4.2 -0.520
C -1.636653 -3.348221 3.795928 -0.5 0.8 0.3 -0.249
C -4.467188 2.850063 3.019064 -0.5 1.4 -0.2 -0.202
C 1.418878 -3.065203 -4.881016 0.1 -0.4 -0.1 -0.265
C 5.468843 -5.787574 -6.509418 -2.0 -0.9 -0.3 -0.098
C 0.092048 -0.145965 -0.043363 0.1 2.3 0.6 0.024
C 3.054793 7.648689 0.490966 0.5 0.7 1.0 -0.093
C 5.493077 4.473856 2.890876 1.1 0.0 -1.3 -0.288
C -5.817570 -0.385184 -1.673980 1.0 -0.3 0.8 -0.046
C -1.386686 0.364173 -5.857386 -0.5 -0.5 -0.1 -0.092
C 1.877892 1.952989 -2.273164 -2.5 5.7 -4.7 -0.825
C 0.113097 2.857015 5.726287 0.8 -0.3 1.3 -0.046
C -2.080672 -0.064751 0.292707 -0.1 1.2 0.0 -0.029
C -1.450773 -0.642815 8.685694 0.0 -1.5 -0.5 -0.118
C -3.453729 -5.335496 -0.023251 0.0 0.6 0.4 -0.105
C 4.746779 -2.337427 0.733248 1.4 0.5 -0.7 -0.054
C -2.902937 -2.934551 3.017378 0.9 -1.5 -0.3 -0.229
C -1.816165 -2.109126 -2.273255 0.7 -0.3 1.6 -0.056
C -1.478302 0.423671 1.425127 0.4 -0.5 -0.8 -0.022
C 0.920867 0.758700 2.155649 0.9 -0.4 -0.7 0.018
C 5.560316 3.612779 0.584639 2.2 1.8 -2.7 -0.483
C -2.793632 -3.303617 1.543670 0.9 0.9 -0.6 -0.217
C 5.195130 -1.794094 -1.782862 0.0 0.2 1.3 -0.180
C 3.482652 -4.440457 -5.641436 -0.2 0.6 0.1 -0.245
C 6.399913 -3.468135 -3.077646 -1.1 1.7 0.7 -0.092
C -2.756483 -4.813213 1.249516 -0.6 -0.2 0.6 -0.240
C 1.962348 -1.679729 -5.309207 -0.7 -0.8 0.4 -0.069
C 1.950748 -4.264559 -5.665564 0.6 0.0 0.2 -0.235
C 5.393482 2.085739 1.000979 0.3 -0.5 -0.2 -0.499
C -5.995743 -2.302191 -0.252031 0.6 -1.4 0.3 -0.204
C 3.905114 -5.723632 -6.358447 0.7 0.7 0.9 -0.263
C -0.726155 0.996341 7.250777 2.2 1.0 -0.2 -0.229
C -0.233228 1.364377 5.832204 -1.3 0.8 -0.2 -0.415
C 4.240225 -1.670008 -0.579619 0.4 -1.2 1.0 -0.416
C -6.452551 -2.761013 1.151186 -0.5 -0.2 0.8 -0.401
C 1.764036 6.965378 0.953098 1.2 -0.2 -0.8 -0.295
C -6.563173 -4.305914 1.310674 0.6 -0.6 -1.2 -0.054
C 1.043437 3.077359 -6.679482 -0.1 4.3 3.6 -0.508
H 0.982450 7.723077 1.080133 -0.5 -0.1 -0.6 0.094
H -0.683429 3.418434 6.219475 -0.2 0.3 -0.5 0.075
H 3.857587 -4.388259 -4.613438 -0.3 -0.7 0.3 0.106
H -1.127295 -2.876730 5.816335 0.0 -0.7 0.5 0.062
H -1.375046 1.770839 7.672129 -0.7 -0.2 -0.4 0.122
H 7.353434 -2.969008 -2.895741 0.3 -0.3 -0.1 0.082
H 4.156999 -0.617893 -0.309959 -0.5 0.1 -0.5 0.106
H 1.736670 -1.494124 -6.359699 -0.1 0.1 0.0 0.074
H -3.610376 -6.404661 0.120074 0.0 -0.1 -0.4 0.070
H 1.443885 -0.960617 -4.675488 0.3 0.5 -0.3 0.070
H -2.738374 -2.463226 5.458439 -0.1 0.1 -0.3 0.063
H 6.084306 -1.197036 -1.565697 0.2 0.0 -0.3 0.129
H -1.102501 1.543596 -7.635340 0.1 0.0 -0.3 0.107
H 5.730292 -5.026381 -7.241178 0.6 0.0 0.3 0.069
H -2.460015 -4.168402 5.638060 0.4 -0.1 0.3 0.068
H 5.912263 4.667767 4.970844 -0.1 0.4 0.1 0.053
H 0.332073 -3.116560 -4.994308 -0.1 0.4 -0.2 0.087
H 1.545025 -3.267745 -3.813542 0.4 0.3 0.1 0.091
H -2.550249 4.486179 3.642290 0.1 -0.2 0.0 0.075
H -1.881143 -0.439637 -6.415488 -0.1 -0.1 0.0 0.055
H -5.568600 -4.732691 1.149459 -0.1 0.2 0.4 0.032
H -1.830877 -0.013834 -2.588938 -0.1 0.4 0.4 0.127
H 3.454629 8.399741 1.187905 -0.6 0.1 0.6 0.047
H -3.596470 2.344992 3.445545 0.7 0.5 -0.6 0.097
H 1.552587 -5.206548 -5.274941 -0.3 0.0 0.2 0.100
H -7.146263 -4.860945 0.569432 -0.4 0.6 -0.4 0.077
H 4.597355 -1.339755 -2.576705 0.5 -0.2 -0.6 0.124
H -1.783088 -5.299667 1.334319 0.3 0.5 -0.2 0.102
H -5.471896 0.451071 2.738533 0.1 0.5 0.4 0.068
H -2.924137 -5.126541 -0.952794 0.3 -0.2 0.1 0.069
H -1.700612 0.240629 5.403575 -0.7 -0.4 -0.9 0.053
H -0.822788 -0.111139 -5.054131 0.2 0.2 0.0 0.046
H -5.153655 2.853325 3.873598 -0.7 -0.5 -0.3 0.118
H -1.876816 -2.796414 1.227166 0.1 -0.2 -0.4 0.102
H -3.183526 5.903135 2.874921 -0.1 0.0 -0.4 0.087
H -2.102635 0.090665 9.160913 0.3 0.0 0.4 0.090
H -1.450226 -2.526890 -3.209316 -0.3 0.3 -0.2 0.059
H 3.991934 -2.607036 1.468916 -0.3 0.2 -0.3 0.062
H 0.244967 0.397152 -7.178208 -0.2 -0.1 -0.7 0.091
H 0.397389 3.256465 4.754032 -0.6 -0.3 -0.3 0.078
H 3.532563 -6.556924 -5.757524 0.1 -0.2 0.0 0.096
H 0.515833 1.011946 3.131353 -0.4 -0.2 -0.2 0.066
H -0.488018 -0.857864 9.158128 0.1 0.9 0.4 0.090
H 1.080313 -0.251996 -0.472272 -0.1 0.0 -0.4 0.132
H 5.390686 -3.195057 0.526020 -0.3 -0.3 -0.1 0.057
H 0.622875 0.741665 5.566341 -0.1 -0.1 -0.1 0.137
H -6.326379 3.603143 1.102899 -0.4 0.0 -0.1 0.078
H -2.170351 0.966508 -5.395015 0.1 0.3 0.0 0.071
H -6.949956 2.370077 2.228748 -0.2 0.1 0.0 0.073
H -3.057972 -1.872125 3.201026 -0.3 0.0 -0.2 0.106
H 5.937882 -5.702056 -5.530949 0.1 0.5 -0.1 0.053
H -2.900490 -2.163387 -2.162819 -0.1 0.3 -0.5 0.046
H 3.331403 -5.761510 -7.286204 0.5 -0.1 -0.4 0.098
H 5.716491 -6.789177 -6.866469 0.3 0.1 -0.3 0.051
H 6.497608 -4.539527 -3.234758 -0.1 0.0 0.3 0.069
H -2.474067 4.581663 1.872215 0.0 0.1 0.0 0.080
H -1.246046 -4.326511 3.512989 -0.3 -0.2 0.1 0.101
H 7.214129 3.927145 4.177925 0.0 -0.1 -0.6 0.063
H -3.265784 -5.241023 2.121488 -0.4 -0.3 -0.1 0.093
H -3.564720 -2.785146 0.971276 -0.2 -0.3 0.0 0.081
H 3.895234 6.954013 0.499724 -0.2 -0.3 -0.9 0.070
H -2.077373 1.769546 5.210877 -0.1 0.2 -0.3 0.067
H -4.426741 -4.858072 -0.160445 0.2 -0.2 0.0 0.024
H 3.475156 1.175804 -1.868235 0.0 0.1 -0.1 0.090
H 4.020801 -3.554366 -5.992197 -0.3 0.0 -0.9 0.106
H -4.868880 -0.599884 -2.168948 -0.2 -0.2 -0.5 0.081
H -0.514645 6.048564 0.324672 -0.3 0.4 0.7 0.111
H -6.668036 -2.639859 -1.045535 -0.6 0.4 0.2 0.125
H -5.882826 0.701292 -1.645094 -0.2 0.0 0.4 0.088
H -1.863035 0.801603 2.357905 -0.1 -0.1 -0.1 0.089
H -8.036215 -2.376558 2.444546 0.2 -0.2 0.0 0.063
H -3.107107 -0.205209 -0.004395 -0.1 0.2 0.4 0.106
H 5.945765 -3.003045 -3.955761 0.2 -0.2 -0.3 0.077
H -1.473927 -2.815966 -1.509557 0.3 0.0 0.1 0.060
H 1.920971 6.611109 1.978443 0.1 -0.5 0.1 0.090
H 3.038093 -1.556548 -5.191474 0.0 -0.1 0.2 0.067
H 6.999445 5.667432 4.001017 -0.1 0.1 -0.3 0.060
H -4.169648 2.569595 1.022902 0.0 -0.8 -0.4 0.153
H 1.498561 1.604670 1.785129 -0.1 -0.1 -0.1 0.079
H -6.793578 1.974025 0.525882 0.4 -0.1 -0.2 0.061
H -0.281594 -0.554617 -2.539224 0.4 -0.1 0.6 0.115
H 3.086789 -3.250642 -1.137679 0.2 -0.1 0.1 0.062
H 1.534384 -4.200125 -6.674933 0.4 0.0 -0.3 0.107
H -5.683801 -2.519892 1.892797 0.4 0.4 -0.3 0.117
H 0.372494 3.597974 -7.388594 -0.1 -0.1 -1.1 0.113
H 1.570374 -0.116743 2.198785 0.3 0.2 0.4 0.098
H 0.997402 3.081761 6.331445 0.1 -0.2 0.2 0.077
H 4.871546 5.364062 2.753112 -0.4 -0.1 0.2 0.107
H -6.681727 -0.802984 -2.188603 0.0 -0.1 0.0 0.085
H -3.695059 -3.563444 3.438064 -0.4 0.4 0.2 0.101
H 4.578192 4.063928 0.397461 -0.7 -0.3 0.8 0.140
H 0.191718 1.173920 7.828434 0.0 -0.9 0.7 0.123
H -5.115928 -2.923190 -0.451577 0.4 0.3 -0.1 0.092
H 2.955530 8.261061 -0.404514 -0.1 -0.8 -0.5 0.066
H 5.437366 -1.614788 1.175300 -0.1 0.0 0.3 0.068
H -7.757927 -1.124215 1.456831 0.5 0.0 -0.2 0.061
H 4.875603 3.587212 3.052655 -0.2 0.1 0.4 0.102
H -6.912556 -4.761337 2.238243 0.0 0.9 0.5 0.073
H -1.893798 -1.641686 8.717428 -0.6 0.2 -0.1 0.083
H -5.310770 0.273692 1.199978 0.5 -0.2 -0.1 0.026
H -0.807400 -2.661205 3.613507 -0.1 0.2 -0.3 0.107
H 2.642917 -1.850590 -1.794891 -0.2 0.2 0.1 0.050
```
Forces are in eV/Å.

# 2
# C4H7NS

The molecule C4H7NS in a non-equilibrium geometry (the ωB97M-V functional and the def2-TZVPD basis, the OMol25 dataset).

**HOMO level**: -8.2 eV
**Energy relative to the best compared isomer or geometry (same formula, charge and spin)**: 0.0 kcal/mol
**Molecular weight**: 101.17 Da
**SMILES**: S=C1CCCN1
**F_max**: 1.8 eV Å⁻¹

The geometry in XYZ format:
```
13
Properties=species:S:1:pos:R:3:forces:R:3:nbo_charge:R:1
S -3.004424 -0.095658 -0.063590 0.6 -0.1 0.1 -0.173
N -0.513913 -1.138309 -0.049559 -0.9 -0.1 -0.3 -0.568
C 0.881957 -0.884775 0.080229 1.5 -0.7 0.1 -0.216
C -1.353556 -0.098630 0.013003 0.7 0.8 -0.2 0.142
C 0.955813 0.592179 -0.242715 0.4 0.4 -1.7 -0.413
C -0.403436 1.114083 0.133149 -1.6 0.0 0.3 -0.480
H 1.105186 0.699026 -1.356095 0.0 0.0 1.1 0.211
H -0.866285 -2.056821 -0.074010 -0.5 -1.1 0.0 0.407
H 1.727040 1.134952 0.280649 0.4 0.0 0.0 0.224
H 1.197407 -1.099151 1.104057 0.1 0.1 0.2 0.186
H -0.443960 1.437882 1.173078 0.0 0.0 0.2 0.228
H 1.532006 -1.550867 -0.564801 -0.9 0.8 0.4 0.207
H -0.813829 1.946091 -0.433401 0.2 0.0 -0.2 0.244
```
Forces are in eV/Å.

# 3
# C6H24MnN4O6

A structure of composition C6H24MnN4O6 in a non-equilibrium geometry (the ωB97M-V functional and the def2-TZVPD basis, the OMol25 dataset).

**Total charge**: +2
**HOMO level (spin up / spin down)**: -15.9 / -16.0 eV
**Energy relative to the best compared isomer or geometry (same formula, charge and spin)**: 9.6 kcal/mol
**Molecular weight**: 303.22 Da
**Spin multiplicity**: 6
**F_max**: 12.8 eV Å⁻¹

The geometry in XYZ format:
```
41
Properties=species:S:1:pos:R:3:forces:R:3:nbo_charge:R:1
Mn 0.214347 0.681798 0.377049 -1.4 -2.9 -2.2 1.524
O -1.337303 1.516931 -0.902792 -0.6 1.1 -1.7 -0.776
O -0.649300 -0.983571 -1.128315 -1.6 -5.0 -4.1 -0.863
O 0.990276 -1.352093 0.999815 0.3 -1.6 1.0 -0.788
O -1.416479 0.128605 1.711975 0.5 0.8 0.4 -0.770
O 1.556126 0.644076 -1.577312 -0.3 -0.3 -0.1 -0.772
O 2.985416 3.312783 0.687301 -7.4 -3.9 3.5 -0.483
N 0.633638 2.714485 0.699245 -6.4 8.8 -2.4 -0.957
N -2.079116 -2.603086 -2.161214 -4.2 0.6 1.7 -0.769
N 1.775108 1.403494 1.554917 6.4 -6.1 5.9 -0.947
N 0.051641 -2.682265 -2.605076 4.6 -0.9 -2.7 -0.798
C -2.299406 -0.958937 1.634672 -1.2 -0.7 0.9 -0.257
C 1.086671 -1.707775 2.426904 0.6 0.0 0.0 -0.272
C -2.600362 1.955215 -0.414542 -0.2 2.1 0.4 -0.248
C 2.961922 0.418885 -1.564848 0.8 0.6 0.6 -0.271
C 1.858372 2.662100 1.142440 11.5 3.4 -4.5 0.763
C -0.921926 -2.067775 -2.011076 1.8 4.6 4.7 0.790
H 1.178770 -2.196728 0.517865 -0.5 1.4 0.2 0.523
H 2.054340 -1.324479 2.792241 -0.5 -0.1 0.1 0.188
H -2.324445 -3.332757 -2.792999 0.2 -0.4 -0.4 0.426
H 0.691473 3.273879 -0.174169 -0.4 -0.1 0.0 0.444
H -2.189730 -1.395295 0.699482 0.2 -0.8 -1.6 0.204
H -3.105605 2.350406 -1.300015 -0.7 -0.2 0.5 0.201
H 0.057916 -3.483872 -3.314589 -0.7 1.7 1.6 0.442
H -1.507003 1.800231 -1.834453 1.6 -1.0 0.8 0.524
H 3.302333 -0.483027 -1.028288 -0.6 0.3 0.1 0.183
H 1.501356 1.319866 2.584383 0.3 0.0 -1.5 0.440
H 0.942238 -2.156922 -2.624862 -0.9 -0.7 0.1 0.409
H -3.322401 -0.667376 1.795692 -0.5 0.6 -0.3 0.197
H 0.235543 -1.335076 3.016270 0.3 0.2 -0.5 0.194
H -1.818721 0.701977 2.357480 0.2 0.7 0.4 0.505
H 2.740097 0.952796 1.476673 -1.2 0.5 0.7 0.441
H 0.288998 3.509024 1.319404 -1.0 -0.8 -0.7 0.447
H 3.352959 0.345888 -2.558670 0.1 0.0 -0.7 0.209
H 1.265713 0.486113 -2.484464 -0.5 0.0 0.4 0.509
H 3.362803 1.335476 -1.136785 0.6 -0.2 0.2 0.202
H -3.134896 1.175417 0.078432 -0.4 -0.5 0.1 0.190
H 1.089444 -2.792744 2.581835 0.0 0.2 -0.3 0.221
H -2.475031 2.840913 0.260252 -0.1 -0.8 -0.3 0.177
H -2.171477 -1.689566 2.409215 0.8 -0.4 0.5 0.195
H -2.824299 -2.317012 -1.509072 0.6 -0.2 -0.8 0.421
```
Forces are in eV/Å.